No. 1
The following is a quantum chemistry calculation of an isolated molecule of C14H17ClN4O3, from the Open Molecules 2025 dataset.

Geometry as XYZ:
```
39
C14H17ClN4O3 (ωB97M-V/def2-TZVPD)
C 2.9003 1.6090 -2.5228
C 2.4252 2.0587 -1.1477
O 1.0900 1.6428 -0.8826
C 0.9021 0.3829 -0.5212
N -0.3576 0.0361 -0.3273
C -0.5340 -1.2196 0.0757
N -1.7807 -1.6672 0.3256
C -2.9498 -0.9035 0.2774
C -4.0690 -1.4174 -0.3604
C -5.2294 -0.6660 -0.4420
Cl -6.6139 -1.3245 -1.2396
C -5.2808 0.6061 0.0959
C -4.1749 1.1114 0.7587
C -3.0092 0.3642 0.8907
O -1.9330 0.7415 1.6186
C -1.8425 2.0785 2.0477
N 0.4414 -2.1206 0.2268
C 1.6585 -1.6657 -0.0093
O 2.6314 -2.5530 0.1208
C 3.9658 -2.1027 -0.0849
C 4.5084 -1.3598 1.1287
N 1.9517 -0.4189 -0.3708
H 2.9237 0.5236 -2.5691
H 3.8991 1.9940 -2.7090
H 2.2259 1.9787 -3.2911
H 3.0903 1.6672 -0.3718
H 2.3883 3.1492 -1.0892
H -1.8562 -2.6681 0.4374
H -4.0253 -2.3995 -0.8054
H -6.1791 1.1964 0.0123
H -4.2411 2.0955 1.1933
H -0.8576 2.1740 2.5020
H -2.6079 2.3160 2.7948
H -1.9186 2.7711 1.2052
H 4.5371 -3.0161 -0.2668
H 4.0023 -1.4591 -0.9693
H 5.5447 -1.0833 0.9558
H 4.4496 -1.9921 2.0109
H 3.9245 -0.4597 1.3020
```

Computed properties:
Energy relative to the best compared isomer or geometry (same formula, charge and spin), eV: 0.168
E, Eh: -1448.66006
SMILES: CCOc1nc(Nc2cc(Cl)ccc2OC)nc(OCC)n1
Maximum force, eV/Å: 0.91
Orbital gap, eV: 8.97

Here are the Löwdin charges for atoms 1 to 6, given in e:
1 C -0.07
2 C -0.23
3 O 0.01
4 C -0.39
5 N 0.23
6 C -0.36

No. 2
The following is a quantum chemistry calculation of a structure of composition C14H17ClNO2PPbS in a non-equilibrium geometry, from the Open Molecules 2025 dataset.

Geometry as XYZ:
```
38
C14H17ClNO2PPbS (ωB97M-V/def2-TZVPD)
C -0.0003 -1.5726 2.5881
C 1.0854 -1.7048 1.5095
P 1.5809 -0.1074 0.8470
C 2.9993 -0.2960 -0.2801
C 2.7104 -0.1269 -1.7815
C 0.2266 0.7452 0.0589
C -0.7671 0.2914 -0.7221
C -1.0073 -1.1101 -1.1794
C -1.9663 -2.0043 -0.3566
C -2.9987 -1.3473 0.5550
Cl -4.5514 -1.0929 -0.2389
C -1.7183 1.3570 -1.2483
O -2.8596 1.0485 -1.4772
C -1.1661 2.6970 -1.4641
C -0.1664 3.1250 -0.6943
N 0.4924 4.3376 -0.7901
C 0.1256 5.3901 -0.2809
S -0.2839 6.7076 0.3723
C 0.3145 2.2090 0.3769
O 0.7279 2.5757 1.4490
H -0.6795 -2.4208 2.5684
H -0.5586 -0.6517 2.4459
H 0.4426 -1.5551 3.5814
H 2.0335 -2.0646 2.0763
H 0.8641 -2.5004 0.7459
H 3.7018 0.4744 0.0408
H 3.5106 -1.2446 -0.0825
H 1.7161 -0.4627 -2.0616
H 2.8203 0.9142 -2.0691
H 3.4347 -0.6939 -2.3600
H -1.3813 -1.0539 -2.2002
H -0.0297 -1.5917 -1.2480
H -2.5288 -2.6174 -1.0562
H -1.3866 -2.7147 0.2358
H -3.2142 -2.0205 1.3810
H -2.6589 -0.4072 0.9880
H -1.6112 3.3003 -2.2425
Pb 2.7475 -3.8115 2.0134
```

Computed properties:
Energy relative to the best compared isomer or geometry (same formula, charge and spin), eV: 0.000
E, Eh: -2140.64944
Net charge: +2
Maximum force, eV/Å: 1.65
Orbital gap, eV: 3.16

Here are the Löwdin charges for atoms 1 to 6, given in e:
1 C -0.10
2 C -0.61
3 P 1.15
4 C -0.35
5 C -0.10
6 C -0.24

No. 3
The following is a quantum chemistry calculation of a structure of composition C14H17CrF3N2 in a non-equilibrium geometry, from the Open Molecules 2025 dataset.

Geometry as XYZ:
```
37
C14H17CrF3N2 (ωB97M-V/def2-TZVPD)
C 0.2781 2.6172 1.7998
C 2.3237 1.0771 0.7027
H 0.0793 3.2104 0.8537
H 1.3427 2.8738 2.0587
H -0.3287 2.3842 2.7122
H 2.2121 0.8086 -0.3633
H 2.4257 2.1697 0.7830
H 2.7357 0.6059 1.6518
C -1.2140 2.1398 -1.1051
C -1.8656 2.3295 -2.3270
C -1.8656 1.2779 -3.2453
C -1.2193 0.0903 -2.9207
H -1.1523 2.9110 -0.3411
H -2.3752 3.2725 -2.5167
H -2.4116 1.3768 -4.1911
H -1.2664 -0.7583 -3.5959
N -0.6050 0.9821 -0.7662
C -0.5647 -0.0306 -1.6689
C 0.0935 -1.2501 -1.1988
N 0.6141 -1.2465 0.0570
C 1.2271 -2.3564 0.5240
C 0.7349 -3.5586 -1.5074
C 1.3153 -3.5402 -0.2353
H 1.6636 -2.2895 1.5274
H 1.8183 -4.4123 0.1868
C 0.1090 -2.4125 -1.9842
H -0.4174 -2.3883 -2.9219
H 0.7280 -4.4588 -2.1156
Cr 0.4490 0.7686 1.0905
C 0.8015 -0.3710 2.8387
H 1.8765 -0.6447 2.9255
H 0.2387 -1.3208 2.9953
H 0.5498 0.2642 3.7054
F -2.0504 -0.0694 2.9165
C -1.6470 0.0535 1.5926
F -2.1289 -1.1243 1.0149
F -2.5044 1.0195 1.0681
```

Computed properties:
Multiplicity: 5
E, Eh: -1997.04829
Maximum force, eV/Å: 7.36
Orbital gap (spin up / spin down), eV: 7.10 / 5.86

Here are the Löwdin charges for atoms 1 to 6, given in e:
1 C -0.20
2 C -0.08
3 H 0.01
4 H 0.00
5 H 0.04
6 H 0.05

No. 4
The following is a quantum chemistry calculation of a structure of composition C14H17CrIN2O2 in a non-equilibrium geometry, from the Open Molecules 2025 dataset.

Geometry as XYZ:
```
37
C14H17CrIN2O2 (ωB97M-V/def2-TZVPD)
C 2.8765 0.4760 3.2380
C 1.3719 0.7294 3.1925
H 3.1527 -0.5606 2.9726
H 3.2625 0.6541 4.2486
H 3.4094 1.1494 2.5630
H 0.8080 0.0676 2.4966
H 0.9541 0.5304 4.1861
H 1.2069 1.7942 2.9748
C 0.9616 -2.1950 -1.7749
C 0.4271 -2.8921 -2.8459
C -0.9600 -2.9894 -2.9800
C -1.7741 -2.3941 -2.0125
H 2.0376 -2.1190 -1.6261
H 1.1400 -3.3394 -3.5380
H -1.3843 -3.5187 -3.8318
H -2.8628 -2.4467 -2.0381
N 0.1902 -1.6202 -0.8410
C -1.1672 -1.6577 -0.9813
C -1.8425 -0.7367 -0.0964
N -0.9887 -0.0696 0.7378
C -1.4777 0.9031 1.5322
C -3.6627 0.7154 0.5464
C -2.7983 1.3281 1.4588
H -0.7740 1.3526 2.2310
H -3.1173 2.1431 2.1077
C -3.1895 -0.3612 -0.2074
H -3.8023 -0.8941 -0.9350
H -4.6785 1.0865 0.4216
Cr 1.0450 -0.4115 0.5594
I 2.9641 -2.0632 1.0396
C 1.5260 3.0919 -2.0638
O 1.5603 2.2872 -0.8689
C 0.8634 1.1401 -0.9563
O 0.1188 0.9424 -1.9114
H 1.7402 2.4716 -2.9363
H 2.3155 3.8225 -1.8986
H 0.5484 3.5837 -2.1631
```

Computed properties:
Energy relative to the best compared isomer or geometry (same formula, charge and spin), eV: 0.527
Multiplicity: 5
E, Eh: -2145.82509
Maximum force, eV/Å: 1.81
Orbital gap (spin up / spin down), eV: 5.63 / 6.88

Here are the Löwdin charges for atoms 1 to 6, given in e:
1 C -0.23
2 C -0.19
3 H -0.11
4 H 0.07
5 H 0.07
6 H -0.01

No. 5
The following is a quantum chemistry calculation of a cluster of 5 separate species, C14H17FN4 in total in a non-equilibrium geometry, from the Open Molecules 2025 dataset.

Geometry as XYZ:
```
36
C14H17FN4 (ωB97M-V/def2-TZVPD)
F 0.5424 0.5397 5.5074
C -0.1787 0.4687 4.3878
C -0.6314 -0.7644 3.9755
C -1.4094 -0.8113 2.8103
C -1.6912 0.3381 2.1136
C -1.2061 1.5679 2.5433
C -0.4626 1.6393 3.7078
H -0.3250 -1.6751 4.4708
H -1.9320 -1.7256 2.5564
H -2.4010 0.2468 1.2984
H -1.4753 2.4595 1.9912
H -0.0460 2.5698 4.0700
C 1.1462 -3.8679 2.8371
C 1.4271 -3.7929 4.2690
N 1.6542 -3.7713 5.3949
H 1.9942 -4.3512 2.3534
H 1.0298 -2.9167 2.3157
H 0.2063 -4.4071 2.7219
C 0.0441 0.3849 -0.7522
C 0.9509 -0.5854 -0.1430
N 1.5896 -1.3881 0.3622
H -0.0118 1.1750 0.0044
H -0.9593 -0.0335 -0.7755
H 0.3676 0.8029 -1.6978
C 3.1939 1.5187 -5.8852
C 2.7270 1.0882 -4.5752
N 2.3401 0.7327 -3.5571
H 4.2492 1.2967 -6.0153
H 2.9672 2.5709 -6.0408
H 2.6380 0.9602 -6.6416
C -2.6806 1.9423 -4.3459
C -2.8638 1.0324 -3.1971
N -2.9944 0.3415 -2.2882
H -3.6193 2.4487 -4.5333
H -2.3023 1.3392 -5.1687
H -1.8779 2.6267 -4.0743
```

Computed properties:
Energy relative to the best compared isomer or geometry (same formula, charge and spin), eV: 0.000
E, Eh: -862.50915
SMILES: Fc1ccccc1.CC#N.CC#N.CC#N.CC#N
Maximum force, eV/Å: 1.33
Orbital gap, eV: 9.27

Here are the Löwdin charges for atoms 1 to 6, given in e:
1 F 0.07
2 C -0.29
3 C 0.00
4 C -0.08
5 C -0.13
6 C -0.09

No. 6
The following is a quantum chemistry calculation of a structure of composition C14H17N3O2S2 in a non-equilibrium geometry, from the Open Molecules 2025 dataset.

Geometry as XYZ:
```
38
C14H17N3O2S2 (ωB97M-V/def2-TZVPD)
C -3.2186 -3.0634 -0.1237
C -3.1595 -1.6011 0.1677
O -4.4556 -1.0145 -0.1122
C -4.8543 0.1094 0.4530
C -4.1757 1.1465 -0.3657
C -2.8493 1.3953 0.2794
N -2.4914 1.2709 1.6151
N -1.1231 1.6181 1.5033
C -0.5302 1.8720 0.4299
N 0.9046 2.0561 0.4543
C 1.4484 2.5822 -0.6856
O 0.8374 2.5028 -1.8760
C 3.0029 2.5206 -0.6654
H 3.5273 2.5822 -1.4475
H 3.0706 3.7508 -0.4552
S 3.7375 1.8279 0.9572
C 3.9838 0.0151 0.3321
C 3.2155 -0.3902 -0.7219
C 3.5346 -1.5574 -1.2187
C 4.2545 -2.4308 -0.3141
C 4.9224 -1.9648 0.5658
C 4.6869 -0.5410 1.1684
H 5.3303 -0.1049 1.9112
H 5.5736 -2.5372 1.4012
H 4.4133 -3.3408 -0.9559
H 2.9734 -2.0369 -2.0118
H 2.5865 0.0890 -1.3820
H 1.4239 2.2256 1.3014
S -1.5674 1.8134 -0.7887
H -4.7129 2.1986 0.1072
H -4.2254 1.2955 -1.3450
H -6.0213 0.2299 0.2311
H -4.6263 0.1986 1.5693
H -3.0898 -1.5852 1.2129
H -2.6055 -1.0983 -0.4164
H -3.9476 -3.4172 0.4229
H -3.4979 -3.1736 -1.4298
H -2.2759 -3.4432 0.2322
```

Computed properties:
Energy relative to the best compared isomer or geometry (same formula, charge and spin), eV: 13.472
E, Eh: -1654.38687
Maximum force, eV/Å: 17.37
Orbital gap, eV: 9.39

Here are the Löwdin charges for atoms 1 to 6, given in e:
1 C -0.04
2 C -0.23
3 O -0.15
4 C -0.32
5 C -0.18
6 C -0.57